The following is a DFT calculation (ωB97M-V/def2-TZVPD) of C35H59FFeN5O3P3 as an isolated structure at a distorted geometry.

Last column: Löwdin charge in e.
Element x y z (Å)
Fe1 0.2404 0.0201 -0.2277  0.752
C1 -1.7285 -3.1696 0.0603  -0.211
P1 -0.1341 -2.4961 -0.5090  0.852
C2 0.0742 -3.3090 -2.1322  -0.220
C3 1.0860 -3.3890 0.5317  -0.384
C4 2.4954 -2.8719 0.2869  -0.392
P2 2.6826 -1.0762 0.6972  0.880
C5 4.4688 -0.9094 0.3057  -0.234
C6 2.7754 -1.1067 2.5308  -0.223
H1 -2.5070 -2.9115 -0.6579  0.051
H2 -1.9846 -2.7478 1.0307  0.042
H3 -1.6560 -4.2544 0.1357  0.066
H4 -0.0754 -4.3823 -2.0190  0.065
H5 1.0709 -3.1238 -2.5335  0.047
H6 -0.6610 -2.9181 -2.8343  0.038
H7 1.0140 -4.4571 0.3156  0.103
H8 0.7977 -3.2297 1.5695  0.053
H9 2.7682 -2.9907 -0.7662  0.082
H10 3.2218 -3.4366 0.8742  0.097
H11 5.0113 -1.7244 0.7845  0.066
H12 4.8624 0.0354 0.6810  0.051
H13 4.6369 -0.9567 -0.7699  0.041
H14 3.2952 -2.0103 2.8511  0.064
H15 1.7824 -1.0724 2.9678  0.012
H16 3.3373 -0.2368 2.8718  0.053
F1 0.3540 -4.1785 5.5940  0.077
C7 -0.2010 -2.9501 5.5494  -0.177
C8 -0.2785 -2.3416 4.3311  0.073
C9 -0.8660 -1.0804 4.1787  -0.048
C10 -0.8509 -0.3985 2.8840  -0.277
O1 -0.2770 -0.9206 1.8844  -0.156
C11 -1.5105 0.8632 2.8795  -0.016
C12 -2.0670 1.3630 4.0236  0.067
N1 -2.0515 0.7426 5.2103  0.026
C13 -2.6064 1.4212 6.3673  -0.250
C14 -3.9376 2.0967 6.2562  -0.065
C15 -3.8033 0.8506 7.0719  -0.089
C16 -1.4243 -0.4856 5.3254  -0.103
C17 -1.3105 -1.1163 6.5689  0.072
C18 -0.6909 -2.3493 6.7311  -0.122
N2 -0.5498 -2.9145 7.9982  -0.081
C19 0.3266 -4.0616 8.2490  -0.118
C20 0.4864 -4.2579 9.7628  -0.073
N3 0.3855 -2.9272 10.4364  0.072
C21 -1.0082 -2.3724 10.3337  -0.063
C22 -1.6082 -2.8098 8.9920  -0.115
C23 -1.6360 1.7187 1.6391  -0.570
O2 -2.3455 2.6974 1.6598  0.108
O3 -0.9467 1.3078 0.6232  -0.174
H17 0.1044 -2.8640 3.4678  0.116
H18 -2.5496 2.3309 3.9853  0.158
H19 -1.8440 1.9122 6.9611  0.161
H20 -4.4801 2.0331 5.3226  0.119
H21 -4.0569 3.0418 6.7656  0.121
H22 -4.2427 -0.0564 6.6768  0.119
H23 -3.8481 0.9296 8.1498  0.112
H24 -1.7135 -0.6108 7.4334  0.107
H25 1.2984 -3.8684 7.7971  0.136
H26 -0.0586 -4.9931 7.8271  0.140
H27 1.4529 -4.7049 9.9835  0.146
H28 -0.2864 -4.9004 10.1792  0.143
H29 1.0290 -2.2873 9.9684  0.188
H30 0.6690 -2.9896 11.4145  0.193
H31 -0.9464 -1.2896 10.4187  0.139
H32 -1.6055 -2.7554 11.1591  0.145
H33 -2.3673 -2.0991 8.6820  0.125
H34 -2.1070 -3.7786 9.1031  0.142
N4 -2.4218 -0.0963 -3.8430  0.103
C24 -3.3019 0.0212 -2.7970  -0.037
C25 -2.5436 -0.0301 -1.6703  -0.126
N5 -1.2171 -0.1803 -2.0227  -0.045
C26 -1.1824 -0.2111 -3.3413  -0.206
H35 -2.6686 -0.0878 -4.8201  0.176
H36 -4.3624 0.1348 -2.9363  0.133
H37 -2.8542 0.0431 -0.6419  0.111
H38 -0.2982 -0.3258 -3.9464  0.137
C27 0.3792 2.6231 -3.7028  -0.100
C28 0.9537 3.3091 -2.4647  -0.511
C29 -0.0765 4.2451 -1.8320  -0.088
P3 1.5694 2.0672 -1.2268  1.089
C30 1.9932 3.0929 0.2672  -0.520
C31 2.3091 2.2054 1.4713  -0.129
C32 3.1213 4.0918 0.0180  -0.087
C33 3.1659 1.3828 -1.9085  -0.530
C34 3.9694 2.3230 -2.8054  -0.084
C35 2.8815 0.0665 -2.6476  -0.136
H39 0.1474 3.3727 -4.4596  0.099
H40 -0.5425 2.0994 -3.4494  0.053
H41 1.0792 1.9135 -4.1460  0.059
H42 1.8382 3.8798 -2.7581  0.104
H43 -0.8769 3.6863 -1.3410  0.083
H44 -0.5266 4.8612 -2.6109  0.095
H45 0.3755 4.9185 -1.1055  0.076
H46 1.0680 3.6320 0.4850  0.103
H47 3.2074 1.6078 1.2939  0.044
H48 1.4779 1.5334 1.7039  0.037
H49 2.4948 2.8237 2.3506  0.099
H50 4.0795 3.5851 -0.1017  0.082
H51 3.2047 4.7551 0.8800  0.096
H52 2.9335 4.7164 -0.8552  0.078
H53 3.7536 1.1634 -1.0107  0.066
H54 3.4577 2.5189 -3.7478  0.084
H55 4.9226 1.8479 -3.0443  0.097
H56 4.1916 3.2736 -2.3262  0.067
H57 2.3736 0.2582 -3.5931  0.069
H58 2.2496 -0.6057 -2.0552  0.010
H59 3.8133 -0.4505 -2.8829  0.090

Values from the calculation:
relative energy (zero: lowest compared OMol25 entry of this formula, charge and spin)	18.3	kcal/mol
HOMO energy (alpha / beta)	-15.20 / -15.32	eV
multiplicity	6
frontier orbital gap (alpha / beta)	8.445 / 7.040	eV
total charge	+3
expectation value of S²	8.76